No. 1
The following is a quantum chemistry calculation of a structure of composition Cu2F3Zn in a non-equilibrium geometry, from OMol25.

## Properties
2S+1: 3
Charge: +3
Expectation value of S²: 2.012
Molar mass, g mol⁻¹: 249.48
Highest occupied orbital energy (alpha / beta), eV: -24.30 / -24.29
Gap between HOMO and LUMO (alpha / beta), eV: 8.61 / 4.88

Element x y z (Å)
1 F -25.7564 9.3357 15.6703
2 Cu -20.5386 10.4557 15.4749
3 F -24.4174 6.5515 16.1534
4 F -22.8807 8.6792 16.2979
5 Cu -22.7082 7.3807 17.9323
6 Zn -24.2624 8.0799 15.0364

No. 2
The following is a quantum chemistry calculation of a structure of composition CuH12O6 in a non-equilibrium geometry, from OMol25.

## Properties
2S+1: 2
Charge: +2
Expectation value of S²: 0.751
Molar mass, g mol⁻¹: 171.64
Highest occupied orbital energy (alpha / beta), eV: -20.21 / -19.92
Gap between HOMO and LUMO (alpha / beta), eV: 12.93 / 9.67
Energy above the lowest of the compared OMol25 structures with the same formula, charge and spin, kcal per mole: 4.43

Element x y z (Å)
1 H -14.1940 -13.0920 14.8750
2 H -15.2390 -8.8970 15.5590
3 H -14.4910 -8.2240 12.1660
4 H -14.4210 -12.6420 11.3240
5 H -17.4030 -10.8670 12.9000
6 H -13.0470 -12.1600 11.9320
7 H -15.0180 -9.3240 11.2510
8 H -16.3120 -8.7500 14.4220
9 Cu -14.6330 -10.7100 13.5280
10 H -11.9310 -10.5260 14.4130
11 O -14.6790 -9.1380 12.1450
12 O -16.5670 -11.3180 12.9530
13 O -12.7740 -10.2040 14.0930
14 H -14.5090 -11.9450 15.9360
15 H -12.6180 -9.3020 13.7550
16 O -13.9870 -12.0470 11.9400
17 O -15.6870 -9.3370 14.8690
18 H -16.6360 -11.9450 12.2810
19 O -14.7120 -12.2920 15.0530

No. 3
The following is a quantum chemistry calculation of a structure of composition CuH12O6 in a non-equilibrium geometry, from OMol25.

## Properties
2S+1: 2
Charge: +2
Expectation value of S²: 0.751
Molar mass, g mol⁻¹: 171.64
Highest occupied orbital energy (alpha / beta), eV: -20.21 / -20.07
Gap between HOMO and LUMO (alpha / beta), eV: 12.86 / 9.61
Energy above the lowest of the compared OMol25 structures with the same formula, charge and spin, kcal per mole: 10.62

Element x y z (Å)
1 H -0.9375 -2.6299 -0.0598
2 H 0.7365 -0.9829 -2.4118
3 O -1.0165 -1.8389 0.5452
4 H 1.7695 -1.4349 1.6872
5 O -1.0815 1.2341 1.4992
6 O 1.4035 -0.5549 1.5032
7 H 1.4985 -0.0239 2.2782
8 Cu -0.0545 -0.0279 0.1012
9 H -1.8745 1.5531 -1.1768
10 H -0.9405 0.9221 -2.2938
11 H 0.1435 -2.1139 -1.6848
12 O -1.2295 0.8591 -1.3888
13 H 1.2715 2.1641 -1.1978
14 H -1.3135 -2.2279 1.3312
15 H -1.8865 1.6181 1.1442
16 O 0.6925 -1.3219 -1.5578
17 O 1.5345 1.4391 -0.6268
18 H -1.0075 1.6461 2.4102
19 H 2.2925 1.7211 -0.1008

No. 4
The following is a quantum chemistry calculation of a structure of composition CuH14O7 in a non-equilibrium geometry, from OMol25.

## Properties
2S+1: 2
Charge: +2
Expectation value of S²: 0.752
Molar mass, g mol⁻¹: 189.65
Highest occupied orbital energy (alpha / beta), eV: -17.91 / -17.90
Gap between HOMO and LUMO (alpha / beta), eV: 9.10 / 4.86
Energy above the lowest of the compared OMol25 structures with the same formula, charge and spin, kcal per mole: 67.55

Element x y z (Å)
1 Cu 0.2221 0.0347 -0.0377
2 H 1.6895 -2.4983 -0.5149
3 O 1.7070 -1.6288 -0.9148
4 H -0.4500 1.9487 -1.7630
5 H 2.0271 1.6069 1.3252
6 H -2.2633 -1.2872 -0.1613
7 O -0.1074 2.2623 -0.9260
8 H -0.6247 -1.0274 -2.7703
9 H -2.0996 0.8193 1.3515
10 O 2.3630 1.0786 0.6011
11 H 0.7497 2.6307 -1.1404
12 O -2.0733 1.2527 2.2045
13 H 0.4604 0.0260 -2.8408
14 H -0.4910 -1.7223 2.4306
15 H 3.2881 1.3163 0.5396
16 H -3.0112 0.0227 -0.2909
17 O -2.1708 -0.3453 -0.0180
18 H 2.0548 -1.7760 -1.7943
19 O -0.4577 -0.1002 -2.6011
20 H 1.0201 -1.7102 2.5220
21 O 0.2936 -1.4406 1.9602
22 H -2.1264 0.5376 2.8387

No. 5
The following is a quantum chemistry calculation of a structure of composition F12InN4O15PS6 in a non-equilibrium geometry, from OMol25.

## Properties
2S+1: 2
Charge: -3
Expectation value of S²: 0.757
Molar mass, g mol⁻¹: 862.18
Highest occupied orbital energy (alpha / beta), eV: -2.37 / -2.37
Gap between HOMO and LUMO (alpha / beta), eV: 8.29 / 4.30

Element x y z (Å)
1 S 1.8150 3.1305 -2.4193
2 F -2.8380 -1.6684 -0.0034
3 F 2.8345 -3.1412 0.3272
4 O -1.3671 0.4738 -5.5641
5 O 0.8789 -0.3361 1.7017
6 O 2.9479 3.9470 -2.0322
7 F -1.4962 -3.5344 -0.8929
8 F 2.5791 1.7436 -2.9017
9 S 1.3172 -0.6937 3.0393
10 O 1.1765 4.6477 0.0312
11 S 0.3603 3.7069 -0.7394
12 N 1.0766 2.3220 -1.3354
13 O 2.6606 -1.2557 3.3284
14 S 1.6089 -4.1050 0.4654
15 N 0.5729 0.3076 4.2378
16 O -1.5000 -3.3839 1.5070
17 O -1.9574 2.0269 -4.2411
18 F -2.3818 0.0764 -1.7071
19 N -1.1898 1.1067 -4.5399
20 P -3.3159 -0.1097 -0.4202
21 O 1.6206 -4.5420 1.8859
22 O 1.9680 -5.0278 -0.6148
23 O 1.9477 1.9627 2.8596
24 F -3.7969 1.3845 -0.8144
25 O 2.8659 0.9774 5.0109
26 F 0.3594 -1.9862 3.3250
27 F -0.0823 2.7087 0.5040
28 F -4.2839 -0.0311 0.8433
29 F 1.1350 2.5083 4.9413
30 N 0.5998 -2.9804 0.0602
31 F -4.6308 -0.5583 -1.2230
32 F -2.1686 0.5135 0.4744
33 O -0.3515 0.7848 -3.8196
34 O -0.7062 -5.4584 0.3687
35 S -0.7589 -4.0004 0.4544
36 O 1.1229 3.5023 -3.6428
37 In 0.5032 -0.4960 -1.2604
38 O -0.9068 4.1942 -1.3283
39 S 1.7815 1.2831 4.1343

No. 6
The following is a quantum chemistry calculation of a structure of composition F12K3N6Na2O24S12 in a non-equilibrium geometry, from OMol25.

## Properties
Charge: -1
Molar mass, g mol⁻¹: 1244.07
Highest occupied orbital energy, eV: -6.99
Gap between HOMO and LUMO, eV: 6.21
Energy above the lowest of the compared OMol25 structures with the same formula, charge and spin, kcal per mole: 0.00

Element x y z (Å)
1 O 13.1730 10.0587 3.5623
2 N 23.8391 7.4694 5.1972
3 S 20.4213 5.8094 1.0983
4 S 22.4339 4.4777 -2.8092
5 S 23.3923 8.9824 4.8242
6 O 25.4573 2.3807 3.5535
7 F 13.9433 11.7652 4.9989
8 O 21.1052 5.8729 3.7883
9 F 21.2960 12.8318 2.3978
10 O 15.4886 10.9652 3.4374
11 O 21.6701 5.2022 1.2984
12 O 24.3312 4.9855 -0.2886
13 F 25.3242 3.8884 5.3593
14 F 21.2974 3.3659 3.0848
15 K 19.9176 7.2919 -3.0611
16 Na 23.0284 5.2910 5.7698
17 O 20.8079 10.9921 3.7424
18 Na 20.5655 9.8238 1.4709
19 O 22.8635 6.7634 -1.2173
20 O 25.8000 8.5874 6.6186
21 K 23.7611 5.9366 2.7012
22 S 20.8087 12.4270 3.8975
23 F 25.8418 6.3343 5.9961
24 N 23.9471 5.0890 -2.8284
25 O 18.6541 6.5160 3.4263
26 F 15.1947 7.3173 5.8976
27 O 14.8456 7.7821 3.6393
28 O 19.2608 5.0014 1.2739
29 F 20.4670 6.2129 -0.4312
30 O 19.0567 14.4271 5.9489
31 F 22.1664 8.9899 5.8308
32 F 25.1326 6.7676 -1.6440
33 O 22.8260 1.7050 2.5381
34 O 21.7048 12.9671 4.8591
35 O 21.4468 5.3990 -3.3195
36 S 24.5704 2.6791 4.6257
37 S 25.4573 7.8052 5.4897
38 F 20.2304 8.0026 4.1203
39 O 24.0957 10.1073 5.3198
40 F 17.2448 13.4105 4.7756
41 N 23.3642 3.5851 4.3209
42 S 20.0584 6.7174 3.2397
43 O 18.6034 11.9885 5.9757
44 O 26.2547 7.9404 4.3120
45 F 22.6279 3.4673 -4.0173
46 N 20.3474 7.3583 1.8094
47 S 22.3519 2.3638 3.6991
48 O 22.7935 9.0236 3.5250
49 O 21.5702 1.7245 4.6982
50 O 22.1668 3.6222 -1.7067
51 O 16.9211 8.4318 4.7756
52 O 24.4104 1.6768 5.6253
53 K 16.4172 4.9349 2.3813
54 S 15.4898 8.4277 4.7576
55 N 19.4009 13.1608 3.7531
56 S 18.7513 13.2155 5.2667
57 N 14.8399 9.6059 5.5243
58 S 14.3858 10.4618 4.1896
59 S 23.9027 5.7750 -1.4054

No. 7
The following is a quantum chemistry calculation of a structure of composition F20K2N10O40S20 in a non-equilibrium geometry, from OMol25.

## Properties
Charge: -8
Molar mass, g mol⁻¹: 1879.53
Highest occupied orbital energy, eV: 5.29
Gap between HOMO and LUMO, eV: 5.59

Element x y z (Å)
1 O 12.7984 -36.2874 -17.3569
2 N 15.1516 -34.1042 -20.4734
3 O 13.5756 -32.2734 -19.6677
4 O 13.5031 -35.5568 -14.4776
5 O 15.8885 -29.0291 -17.5967
6 F 10.2068 -35.2208 -26.7862
7 F 13.0842 -34.4950 -19.3999
8 F 15.2524 -33.9731 -14.5662
9 O 10.0272 -37.9618 -20.4867
10 S 20.5629 -34.3078 -20.0523
11 F 11.0585 -29.1572 -16.1336
12 S 11.7220 -34.6858 -26.6179
13 O 16.4578 -33.6264 -22.6356
14 O 10.2267 -35.5376 -20.1524
15 S 18.2795 -36.2730 -24.5927
16 O 16.9437 -28.4895 -22.9182
17 N 19.5693 -37.2021 -24.7732
18 N 15.2085 -35.5119 -16.4058
19 N 13.1744 -29.0120 -15.0774
20 F 19.6792 -39.2879 -26.0471
21 O 22.1807 -27.9513 -22.3913
22 K 16.8559 -34.4358 -18.4151
23 S 15.8409 -32.9238 -21.5613
24 O 13.8878 -33.6450 -24.8275
25 O 19.3608 -33.6233 -19.7243
26 O 13.4587 -33.7350 -16.1074
27 O 7.3199 -37.4933 -22.1365
28 O 18.0293 -37.8724 -26.8664
29 F 13.8292 -35.6910 -23.6030
30 N 20.8741 -35.6436 -19.1254
31 F 17.1037 -32.5684 -20.6359
32 O 14.3192 -37.9191 -16.4588
33 S 14.1370 -36.6169 -17.0345
34 S 15.2730 -26.7740 -25.0274
35 N 9.6911 -36.4026 -22.4905
36 F 20.5331 -38.0116 -18.9707
37 S 16.8567 -29.9641 -18.0759
38 F 21.6974 -33.4327 -19.3464
39 O 18.3655 -27.8132 -16.1301
40 O 12.3901 -35.2636 -27.7426
41 N 12.0107 -35.3193 -25.1521
42 O 18.4942 -30.2031 -15.6299
43 N 15.8165 -28.2259 -25.2058
44 N 20.3870 -29.8108 -22.1468
45 O 7.6553 -35.2650 -21.1980
46 O 20.9996 -34.3778 -21.3896
47 S 14.3922 -29.8575 -14.4322
48 O 14.4500 -35.8311 -25.8439
49 S 18.6891 -29.1389 -16.5650
50 F 11.8736 -36.6063 -21.3347
51 F 15.7317 -30.2563 -24.0015
52 S 12.4435 -30.0672 -16.0346
53 O 18.5842 -36.5840 -19.3734
54 O 20.2155 -37.1875 -21.1049
55 S 13.7110 -33.4394 -20.4606
56 F 18.3717 -30.9067 -22.8079
57 O 14.9046 -30.9567 -15.1882
58 O 14.4792 -28.6104 -22.9700
59 O 22.5379 -29.9798 -23.7127
60 K 15.8143 -36.6982 -21.2827
61 S 8.0999 -36.2833 -22.0887
62 S 14.1835 -34.7481 -15.4544
63 O 14.3678 -30.0081 -12.9988
64 S 15.7389 -28.7470 -23.6131
65 F 7.7441 -35.6529 -23.5433
66 S 19.3330 -37.7001 -26.3310
67 F 14.7104 -36.7816 -18.5490
68 S 19.8086 -30.5238 -23.4213
69 O 20.3081 -31.8125 -23.7696
70 O 12.8841 -33.6305 -21.5954
71 O 11.5606 -33.2732 -26.6129
72 F 16.6428 -29.7615 -19.6415
73 S 21.8816 -29.3383 -22.6194
74 O 18.2035 -35.2778 -25.6100
75 O 12.8927 -30.1720 -17.3641
76 F 15.5276 -28.7561 -14.6391
77 N 18.3827 -29.4903 -18.1170
78 O 17.0774 -36.8835 -24.1351
79 O 19.4210 -29.6881 -24.5223
80 O 20.4280 -37.3572 -27.1914
81 O 16.6975 -31.3736 -17.8926
82 S 10.2947 -36.6538 -21.0267
83 F 15.5144 -26.2877 -26.6000
84 O 13.8537 -26.6116 -24.8852
85 S 19.9521 -36.7191 -19.7884
86 F 18.7712 -35.4068 -23.3743
87 O 15.3437 -31.6121 -21.7195
88 O 16.1249 -25.8239 -24.3586
89 O 11.8316 -31.1970 -15.3873
90 F 20.2833 -29.0616 -16.7599
91 F 22.6104 -29.9673 -21.3166
92 S 13.5769 -35.0057 -25.0686

No. 8
The following is a quantum chemistry calculation of a cluster of 5 separate species, F24H4NP4 in total in a non-equilibrium geometry, from OMol25.

## Properties
Charge: -3
Molar mass, g mol⁻¹: 597.89
Highest occupied orbital energy, eV: -4.37
Gap between HOMO and LUMO, eV: 12.15
Energy above the lowest of the compared OMol25 structures with the same formula, charge and spin, kcal per mole: 51.99

Element x y z (Å)
1 N -0.1581 0.0373 0.1816
2 F 0.4124 2.1885 -0.9937
3 F -0.1300 4.4571 -1.6254
4 F 4.8593 -0.7436 2.8125
5 F 1.2679 -1.1313 -4.1862
6 P 1.1824 -1.6545 -2.6529
7 F -0.2000 -0.7524 -2.4157
8 F 2.0993 -0.3444 -2.2145
9 F -4.4649 -0.9530 0.1210
10 P -0.9116 3.1213 -1.2074
11 H -1.0786 -0.2358 0.4949
12 F 1.8883 0.4287 1.9904
13 P 3.4207 -0.1428 2.3575
14 H -0.3886 0.8603 -0.3565
15 F 3.5268 0.9594 3.5726
16 F 3.3868 -1.0615 0.9905
17 H 0.4338 0.3023 0.9559
18 F -1.8753 1.9406 -0.5291
19 F 2.5275 -2.5109 -2.9336
20 F -1.1159 2.6327 -2.7279
21 F -0.6050 3.5962 0.3595
22 F 0.0855 -2.8385 -3.1502
23 H 0.3089 -0.6817 -0.3523
24 F -2.0786 4.2262 -1.3500
25 P -3.5466 -1.4358 1.3141
26 F -4.8373 -1.1702 2.2930
27 F 1.1249 -2.0545 -1.0529
28 F -2.7424 -2.1334 2.5822
29 F -2.3547 -1.7625 0.2403
30 F 2.7527 -1.2349 3.4088
31 F -4.1508 -2.8578 1.0379
32 F 4.1154 1.0346 1.4483
33 F -2.7541 -0.0858 1.5875